The following is a DFT calculation (the ωB97M-V functional and the def2-TZVPD basis) of C32H42F5N5O7SSi3TeTi as an isolated structure.

The geometry in XYZ format:
```
97
Properties=species:S:1:pos:R:3:forces:R:3
Ti -0.208317 -0.271121 1.817478 -0.7 -0.1 0.2
F -2.151498 -5.473748 6.749171 0.0 0.0 0.0
C -2.215039 -4.372286 5.976618 0.0 -0.1 0.1
C -1.077492 -3.641848 5.693453 0.0 0.0 0.0
F 0.100191 -4.033841 6.206517 0.0 0.0 0.0
C -1.156464 -2.512247 4.903380 -0.1 0.1 -0.1
F -0.024376 -1.833914 4.701076 0.1 0.0 0.0
C -2.356959 -2.049802 4.342835 0.1 -0.3 0.1
S -2.468067 -0.650768 3.336894 0.1 0.2 -0.1
C -3.482129 -2.818262 4.668456 0.1 0.1 -0.1
F -4.689286 -2.468307 4.195569 0.0 0.0 0.0
C -3.421487 -3.948520 5.459694 -0.1 0.0 0.0
F -4.537909 -4.650605 5.731828 0.0 0.0 0.0
O 0.929723 2.854503 4.131618 0.1 0.0 0.0
C 1.119533 1.940568 3.342274 -0.2 0.1 0.1
O 0.297056 0.919133 3.257966 0.3 0.0 0.0
C 2.319894 1.949565 2.446356 -0.1 -0.1 -0.1
C 3.382710 2.772888 2.800928 0.0 0.1 0.1
C 4.497385 2.814305 1.993082 -0.2 -0.1 -0.1
C 4.580728 2.073282 0.814431 0.1 0.0 0.0
C 3.522644 1.254121 0.421234 0.0 0.1 0.0
C 2.349354 1.181902 1.261288 0.0 0.0 0.0
O 1.315270 0.476356 0.926598 0.2 0.0 -0.1
N 3.656380 0.570365 -0.786304 0.1 0.0 -0.1
O 2.728658 -0.222356 -1.220824 0.0 0.0 0.0
O 4.710319 0.762175 -1.474641 0.0 0.0 0.0
N 5.605311 3.661824 2.372895 0.3 -0.1 0.2
O 6.600255 3.681104 1.659739 -0.1 0.1 0.0
O 5.528480 4.308214 3.411993 -0.1 0.0 -0.1
H 3.317105 3.367152 3.698812 0.0 0.0 0.0
H 5.449032 2.128223 0.180522 0.0 0.0 0.0
C 2.923048 -1.957199 2.841616 0.0 0.0 0.0
C 2.012552 -2.678042 1.892521 -0.1 -0.1 0.1
C 2.392086 -3.832347 1.231142 0.0 0.0 0.0
C 1.494208 -4.402667 0.330388 0.0 0.0 0.0
C 0.274359 -3.819857 0.073719 0.0 0.0 0.0
C -0.052576 -2.625025 0.749469 -0.1 0.0 0.0
N 0.802064 -2.158210 1.697024 0.2 0.1 0.0
N -1.105376 -1.793476 0.589929 0.3 -0.2 -0.2
Si -2.621200 -2.213454 -0.107375 -0.1 0.0 0.0
C -3.479604 -3.494468 0.967783 0.0 0.0 0.0
C -3.697676 -0.687200 -0.251810 0.0 0.0 0.0
C -2.522335 -2.897859 -1.864779 0.1 0.0 0.0
H 3.286728 -2.628324 3.621356 0.0 0.0 0.0
H 2.402276 -1.122766 3.309384 0.0 0.0 0.0
H 3.782884 -1.563431 2.295845 0.0 0.0 0.0
H 3.371987 -4.258192 1.398067 0.0 0.0 0.0
H 1.772398 -5.304435 -0.203963 0.0 0.0 0.0
H -0.393802 -4.229905 -0.667315 0.0 0.0 0.0
H -3.360828 -3.218176 2.017577 0.0 0.0 -0.1
H -3.062481 -4.494802 0.822433 0.0 0.0 0.0
H -4.551281 -3.537572 0.749711 0.0 0.0 0.0
H -4.073097 -0.378225 0.726635 0.0 0.0 0.0
H -4.544788 -0.894891 -0.911875 0.0 0.0 0.0
H -3.126869 0.133842 -0.688390 0.0 0.0 0.0
H -2.073461 -3.890067 -1.935618 0.0 0.0 0.0
H -1.939117 -2.221263 -2.491857 0.0 0.0 0.0
H -3.528918 -2.965136 -2.289415 0.0 0.0 0.0
C -3.028878 3.336618 1.748279 0.0 0.0 0.0
C -2.213382 2.203347 1.353461 0.0 0.0 -0.1
N -1.590960 1.290483 1.059017 0.0 0.2 0.2
H -2.403405 4.050437 2.282737 0.0 0.0 0.0
H -3.821787 2.984983 2.406292 0.0 0.0 0.0
H -3.457768 3.810993 0.867151 0.0 0.0 0.0
C -0.288294 4.660884 -0.658374 0.0 0.0 0.0
Si -0.550354 4.238270 -2.469869 0.0 -0.1 -0.1
C -1.928202 5.364998 -3.118557 0.0 0.0 0.0
C 0.993794 4.633603 -3.460513 0.0 0.0 0.0
C -1.001684 2.444098 -2.644722 -0.1 0.1 0.0
Te 0.663605 1.191338 -1.914217 -0.2 0.0 -0.1
C 1.363772 0.829935 -3.923064 0.1 0.0 0.1
Si 0.678260 -0.781854 -4.560206 0.0 0.0 0.0
C 1.078223 -2.170763 -3.377769 0.0 -0.1 0.0
C -1.179064 -0.626567 -4.822664 0.0 0.0 0.0
C 1.436849 -1.182620 -6.245103 0.0 0.0 0.0
H 0.282312 5.586345 -0.542912 0.0 0.0 0.0
H 0.260698 3.869070 -0.144702 0.0 0.0 0.0
H -1.245140 4.805419 -0.146931 0.0 0.0 0.0
H -1.664790 6.422671 -3.020890 0.0 0.0 0.0
H -2.860185 5.199854 -2.570498 0.0 0.0 0.0
H -2.125836 5.163830 -4.174969 0.0 0.0 0.0
H 1.296884 5.672672 -3.303985 0.0 0.0 0.0
H 0.822780 4.492428 -4.531291 0.0 0.0 0.0
H 1.819644 3.987706 -3.155035 0.0 0.0 0.0
H -1.234452 2.157701 -3.672535 0.0 0.0 0.0
H -1.874839 2.186553 -2.036437 0.0 0.0 0.0
H 2.451065 0.783671 -3.825543 0.0 0.0 0.0
H 1.110983 1.696797 -4.537939 0.0 0.0 0.0
H 0.648188 -1.982785 -2.392147 0.0 0.0 0.0
H 2.158968 -2.249095 -3.237133 0.0 0.0 0.0
H 0.699126 -3.128824 -3.748547 0.0 0.0 0.0
H -1.669104 -0.302312 -3.902531 0.0 0.0 0.0
H -1.617253 -1.582696 -5.121311 0.0 0.0 0.0
H -1.404260 0.106126 -5.603593 0.0 0.0 0.0
H 2.512949 -1.347647 -6.147838 0.0 0.0 0.0
H 1.284479 -0.363919 -6.953959 0.0 0.0 0.0
H 0.994868 -2.086652 -6.674285 0.0 0.0 0.0
```
Positions in Å, forces in eV/Å.

Values from the calculation:
Relative energy (zero: lowest compared OMol25 entry of this formula, charge and spin): 7.7 kcal/mol
Lowest unoccupied orbital energy (alpha / beta): 3.7 / 3.7 eV
Total charge: -2
Expectation value of S²: 2.0236
Frontier orbital gap (alpha / beta): 0.1599 / 0.2325 Ha
E_tot: -4928.70360 Ha
Spin multiplicity: 3
E_HOMO (alpha / beta): -0.6 / -2.6 eV

Here are the Löwdin charges for atoms 1 to 4, given in e: 0.87 0.09 -0.16 -0.15

---

The following is a DFT calculation (the ωB97M-V functional and the def2-TZVPD basis) of C32H42N10O2S3SiTeTi as an isolated structure.

The geometry in XYZ format:
```
92
Properties=species:S:1:pos:R:3:forces:R:3
Ti -0.062829 -0.366153 -0.041892 -0.4 -0.5 0.0
C 0.420347 -1.924979 -3.564812 0.1 0.0 -0.1
C -0.898894 -1.825739 -2.871611 0.1 0.1 0.3
C -2.061291 -2.151772 -3.525484 -0.1 0.0 -0.1
C -3.290003 -1.982934 -2.888023 0.0 -0.1 -0.1
C -3.346975 -1.472167 -1.615406 0.0 0.0 0.1
C -2.140867 -1.190609 -0.977947 -0.1 0.0 0.4
N -0.944871 -1.413285 -1.576710 -0.3 -0.2 -0.6
N -1.963426 -0.624811 0.276877 0.3 0.1 -0.6
Si -3.277162 -0.544299 1.505813 0.3 0.0 -0.2
C -2.462631 -0.139698 3.125083 0.2 0.0 0.2
C -4.490341 0.764524 1.021866 -0.2 0.2 -0.1
C -4.066542 -2.216252 1.559896 -0.1 -0.3 0.0
H 0.455131 -1.212387 -4.390449 0.0 0.0 0.0
H 0.560963 -2.920878 -3.993306 0.0 0.0 0.0
H 1.243199 -1.686979 -2.901480 0.0 0.0 0.0
H -2.009216 -2.519800 -4.540886 0.0 0.0 0.0
H -4.205871 -2.230677 -3.409219 0.0 0.0 0.0
H -4.285918 -1.270604 -1.123753 0.0 0.0 0.0
H -2.550946 0.922888 3.362661 0.0 0.0 0.0
H -1.403881 -0.408269 3.152034 0.0 0.0 0.0
H -2.946698 -0.697412 3.930075 0.0 0.0 0.0
H -4.162063 1.755833 1.338846 0.0 0.0 0.0
H -5.454974 0.566602 1.498102 0.0 0.0 0.0
H -4.651991 0.799843 -0.058775 0.0 0.0 0.0
H -3.346794 -3.008456 1.340200 0.0 0.0 0.0
H -4.900961 -2.315038 0.864154 0.0 0.0 0.0
H -4.458874 -2.391485 2.564587 0.0 0.0 0.0
O 4.124692 0.675349 5.304006 0.0 0.0 0.0
C 4.653464 -0.020091 4.200461 -0.1 0.1 0.0
C 3.610336 -0.058676 3.120046 0.0 0.0 0.1
C 3.774904 -0.864701 2.000615 0.1 -0.1 -0.1
C 2.799281 -0.883656 1.032656 -0.1 0.1 0.0
N 1.683142 -0.145989 1.121429 0.3 0.2 0.3
C 1.536186 0.672952 2.179527 -0.1 0.2 0.0
C 2.471111 0.729271 3.194113 0.0 0.0 0.1
C 0.354292 1.564301 2.122587 0.4 -0.1 -0.1
C 0.072487 2.493662 3.101559 0.0 0.1 0.0
C -0.975436 3.381493 2.910006 0.0 0.0 0.0
C -1.296568 4.433812 3.944730 0.1 0.0 0.0
O -0.684292 4.183321 5.186867 0.0 0.0 -0.1
C -1.693996 3.292107 1.723386 -0.1 0.1 -0.1
C -1.390520 2.312128 0.805859 0.2 -0.1 -0.1
N -0.376467 1.450143 0.998243 -0.3 0.2 0.7
H 4.778650 0.709966 6.009098 0.0 0.0 0.0
H 4.937945 -1.046108 4.454797 0.0 0.0 0.0
H 5.543118 0.476785 3.795390 0.0 0.0 0.0
H 4.662764 -1.470832 1.869294 0.0 0.0 0.0
H 2.890673 -1.488394 0.145011 0.0 -0.1 -0.1
H 2.333142 1.377809 4.044631 0.0 0.0 0.0
H 0.658512 2.556592 4.006042 0.0 0.0 0.0
H -2.380455 4.548452 4.027064 0.0 0.0 0.0
H -0.905675 5.388162 3.583814 0.0 0.0 0.0
H -1.257649 3.628414 5.724891 0.0 0.0 0.0
H -2.508785 3.973342 1.509684 0.0 0.0 0.0
H -1.941919 2.205465 -0.122510 0.0 0.0 0.0
C 3.696959 -5.468812 -0.570997 0.0 0.0 0.0
C 2.743145 -4.917774 0.420958 0.0 -0.1 0.1
N 2.624111 -5.284813 1.658917 -0.2 0.2 -0.1
N 1.631130 -4.486956 2.151736 0.1 -0.2 0.2
C 1.138639 -3.627241 1.264969 0.0 0.2 0.2
S -0.143108 -2.528493 1.511462 0.0 0.0 -0.5
N 1.850669 -3.896824 0.148785 0.0 0.0 -0.2
N 1.647384 -3.223882 -1.056851 0.0 0.0 0.1
H 4.240356 -6.288691 -0.109220 0.0 0.0 0.0
H 4.417053 -4.713033 -0.891015 0.0 0.0 0.0
H 3.172757 -5.848178 -1.449426 0.0 0.0 0.0
H 1.316985 -4.603553 3.102485 0.0 0.0 0.0
H 2.439973 -3.398240 -1.667045 0.0 0.1 0.0
H 0.805904 -3.592173 -1.492780 0.0 0.0 0.0
C -4.570550 3.418762 -4.043391 0.1 0.0 0.0
N -3.148888 3.528314 -4.344236 -0.2 0.0 0.0
C -2.587297 4.426135 -5.244956 -0.1 -0.1 0.1
C -1.258378 4.223103 -5.234825 0.0 -0.1 0.1
N -1.029862 3.208107 -4.322168 0.1 0.0 0.0
C -2.184876 2.778600 -3.772136 0.1 0.0 0.0
S -2.373898 1.538040 -2.622663 -0.1 0.2 0.0
H -5.134054 3.752827 -4.910165 0.0 0.0 0.0
H -4.825568 4.030882 -3.180011 0.0 0.0 0.0
H -4.802576 2.380068 -3.827424 0.0 0.0 0.0
H -3.188970 5.113615 -5.811672 0.0 0.0 0.0
H -0.467793 4.701075 -5.783395 0.0 0.0 0.0
H -0.142128 2.793590 -4.087373 0.0 0.0 0.0
Te 1.159968 1.294434 -1.854321 -0.1 -0.1 -0.2
C 3.134089 0.588801 -1.881278 0.2 0.2 0.4
C 4.166531 0.998695 -1.078345 0.0 0.0 -0.1
C 5.412771 0.392854 -1.406986 -0.1 0.0 0.0
C 5.305539 -0.461251 -2.464498 0.1 0.0 0.1
S 3.705405 -0.516993 -3.056801 0.0 -0.2 -0.1
H 4.045852 1.742945 -0.301500 0.0 0.0 0.0
H 6.345224 0.602681 -0.902366 0.0 0.0 0.0
H 6.088906 -1.026690 -2.945206 0.0 0.0 0.0
```
Positions in Å, forces in eV/Å.

Values from the calculation:
Relative energy (zero: lowest compared OMol25 entry of this formula, charge and spin): 28.0 kcal/mol
Lowest unoccupied orbital energy: -6.1 eV
Total charge: +2
Frontier orbital gap: 0.2142 Ha
E_tot: -4543.87969 Ha
E_HOMO: -11.9 eV

Here are the Löwdin charges for atoms 1 to 4, given in e: 0.68 -0.07 -0.32 -0.01